Formula: C43H31F6IrP2SeSi
Source: OMol25
Level of theory: ωB97M-V with the def2-TZVPD basis set

The geometry in XYZ format:
```
85
Properties=species:S:1:pos:R:3:forces:R:3:lowdin_charge:R:1
Ir 0.529066 0.580539 -0.691992 0.120 0.707 -0.044 0.60
C 2.149337 1.016970 2.650433 -0.008 -0.006 0.030 -0.17
Si 0.780256 0.252517 1.607046 0.192 -0.095 0.053 0.45
C 0.965114 -1.608556 1.928627 -0.015 -0.050 -0.003 -0.26
C 1.068633 -2.226776 3.178581 0.023 -0.057 0.004 -0.08
C 1.279821 -3.591873 3.282796 -0.001 0.019 -0.046 -0.07
C 1.411370 -4.374066 2.135752 -0.005 0.039 0.016 -0.07
C 1.315877 -3.784716 0.888665 -0.002 -0.027 0.039 -0.08
C 1.075857 -2.412441 0.799858 -0.033 -0.037 -0.053 -0.37
P 0.860750 -1.592776 -0.801762 -0.615 0.099 0.428 0.86
C -0.670889 -2.232990 -1.526363 -0.009 -0.104 0.071 -0.34
C -1.520019 -3.074446 -0.814939 -0.011 -0.040 -0.050 -0.07
C -2.684644 -3.545137 -1.407873 0.012 -0.008 0.007 -0.08
C -2.995877 -3.185906 -2.709538 0.004 0.026 0.002 -0.08
C -2.161772 -2.323390 -3.410982 -0.019 0.005 0.008 -0.08
C -1.012674 -1.830380 -2.818547 -0.008 0.027 0.011 -0.12
C 2.179054 -2.374659 -1.785671 0.035 -0.002 0.028 -0.34
C 3.482420 -2.291868 -1.296145 0.028 -0.066 -0.066 -0.13
C 4.507745 -2.988005 -1.909461 -0.001 0.036 0.021 -0.06
C 4.244267 -3.779331 -3.021330 -0.016 -0.001 0.001 -0.08
C 2.949876 -3.881743 -3.501613 -0.001 0.005 -0.001 -0.07
C 1.915317 -3.189375 -2.881818 0.004 0.058 -0.075 -0.07
C -0.818202 0.779845 2.499314 0.026 -0.017 0.089 -0.27
C -0.956875 0.799921 3.893331 -0.018 0.028 -0.021 -0.08
C -2.121469 1.244708 4.494677 0.008 -0.008 -0.021 -0.07
C -3.179853 1.708512 3.716770 0.014 0.001 0.006 -0.07
C -3.066372 1.704903 2.340118 0.003 -0.042 -0.014 -0.09
C -1.899644 1.219755 1.742620 -0.237 0.044 -0.032 -0.36
P -1.670750 1.251614 -0.051532 0.259 -0.769 -0.174 0.97
C -3.113596 0.499667 -0.844609 -0.030 0.094 0.011 -0.35
C -4.088614 -0.207484 -0.149772 0.004 -0.030 -0.010 -0.08
C -5.212609 -0.675537 -0.818175 -0.006 -0.003 -0.007 -0.08
C -5.368126 -0.430702 -2.174381 0.027 -0.004 0.010 -0.09
C -4.379537 0.248794 -2.875370 0.026 -0.017 0.000 -0.08
C -3.246213 0.701413 -2.220013 -0.020 -0.009 -0.020 -0.10
C -1.816621 3.013276 -0.455983 0.129 0.039 -0.010 -0.33
C -3.009322 3.622155 -0.830982 -0.003 0.028 0.012 -0.08
C -3.043373 4.991840 -1.051766 -0.036 -0.020 -0.010 -0.07
C -1.893634 5.753958 -0.905731 0.027 0.005 0.013 -0.08
C -0.700567 5.149452 -0.534287 0.017 -0.018 0.012 -0.06
C -0.666060 3.783622 -0.307193 -0.053 0.001 -0.057 -0.09
H 1.984213 0.766963 3.702354 -0.004 0.035 -0.001 0.03
H 2.186230 2.105579 2.564107 -0.006 -0.045 0.025 0.04
H 3.123001 0.610531 2.373556 -0.069 0.015 0.030 0.03
H 0.989266 -1.637093 4.084948 0.008 0.008 -0.003 0.10
H 1.355221 -4.054038 4.259307 0.006 -0.001 -0.004 0.10
H 1.593918 -5.437592 2.220047 -0.002 0.002 0.006 0.10
H 1.428700 -4.382505 -0.008928 -0.007 0.003 0.005 0.12
H -1.275241 -3.368973 0.197437 0.001 -0.001 0.000 0.10
H -3.344366 -4.198498 -0.851205 0.001 0.003 0.001 0.11
H -3.897410 -3.563803 -3.174526 -0.008 0.007 0.002 0.11
H -2.418275 -2.017611 -4.417089 -0.007 0.003 -0.002 0.11
H -0.391782 -1.110675 -3.341084 -0.005 0.009 -0.008 0.11
H 3.694711 -1.683218 -0.431476 0.001 0.030 0.038 0.08
H 5.514130 -2.908520 -1.519306 -0.002 -0.003 -0.007 0.11
H 5.047692 -4.319133 -3.505972 -0.003 -0.002 0.003 0.10
H 2.733052 -4.506496 -4.358389 0.004 0.003 0.001 0.10
H 0.909329 -3.300392 -3.260289 0.013 0.008 0.012 0.09
H -0.137718 0.473906 4.523671 0.006 0.005 -0.004 0.09
H -2.204704 1.247651 5.574366 -0.002 0.003 0.000 0.10
H -4.080919 2.080599 4.187186 0.004 -0.003 0.001 0.10
H -3.876415 2.085104 1.727678 0.000 -0.008 0.005 0.11
H -3.978235 -0.390370 0.911579 -0.001 0.012 0.005 0.10
H -5.971409 -1.223084 -0.273821 0.001 0.003 0.003 0.10
H -6.255013 -0.778115 -2.689139 0.001 -0.005 0.003 0.10
H -4.487695 0.420355 -3.938847 -0.002 0.001 -0.001 0.11
H -2.452835 1.208862 -2.759431 -0.014 0.013 -0.007 0.10
H -3.908134 3.032961 -0.961588 -0.001 0.000 0.004 0.11
H -3.972291 5.464002 -1.345025 0.002 -0.005 0.000 0.10
H -1.926574 6.820379 -1.087946 0.005 -0.003 0.002 0.10
H 0.204248 5.733115 -0.428729 0.001 0.007 -0.001 0.11
H 0.268550 3.311644 -0.024015 0.062 0.018 0.013 0.07
F 6.003713 3.687813 2.922320 0.001 -0.003 -0.002 0.13
C 5.286404 3.099001 1.968154 0.030 0.031 0.053 -0.14
C 4.266945 3.787568 1.339961 -0.015 0.040 -0.054 -0.15
F 4.009427 5.051106 1.686131 -0.011 -0.015 0.002 0.12
C 3.528841 3.163668 0.349657 0.034 0.037 -0.054 -0.27
F 2.568644 3.889869 -0.232319 -0.050 0.000 0.013 0.07
C 3.760450 1.852217 -0.040912 0.032 -0.146 0.058 -0.48
Se 2.794680 1.047663 -1.490629 0.152 0.052 -0.152 0.77
C 4.792994 1.194028 0.614529 0.029 0.055 -0.020 -0.27
F 5.071309 -0.086761 0.341262 0.026 0.013 -0.045 0.08
C 5.554472 1.794417 1.600579 -0.001 -0.031 -0.016 -0.15
F 6.527033 1.119229 2.216550 -0.002 -0.007 -0.002 0.12
F -0.035600 1.197340 -2.585472 -0.018 0.032 -0.058 -0.63
```
Positions in Å, forces in eV/Å.

Its net charge is 0. For the gap between HOMO and LUMO, the calculation gives 6.7861 eV. The value obtained for the max |F| is 0.830 eV/Å.



Formula: C38H76BBr3ClN9O7
Source: OMol25
Level of theory: ωB97M-V with the def2-TZVPD basis set

The geometry in XYZ format:
```
135
Properties=species:S:1:pos:R:3:forces:R:3:lowdin_charge:R:1
C 3.485744 3.336041 5.978404 -0.123 0.251 -0.408 -0.10
C 3.112010 2.740434 4.620545 0.358 -1.095 0.198 -0.24
C 1.865637 1.829391 4.686423 0.049 0.843 0.239 -0.15
C 0.804299 2.104016 3.597972 -0.856 -0.550 1.161 -0.31
C -0.620842 1.822794 4.134920 0.183 -0.268 -0.032 -0.04
N 0.958968 1.623508 2.214269 -0.030 0.641 -0.947 0.07
B 0.941867 2.834473 1.403729 -0.098 0.218 0.047 -0.74
N 2.086493 3.530627 0.763067 -0.424 -0.566 -0.591 0.18
O -0.281346 3.466520 1.381939 -0.162 -0.003 0.047 0.10
C 1.620150 0.373118 1.794452 0.996 -0.074 0.698 -0.18
C 1.417600 -0.656930 2.970214 -0.012 -0.550 0.575 -0.04
C 1.071233 -2.135597 2.933048 -0.720 -0.570 -0.478 -0.24
C -0.284891 -2.492743 2.820207 0.209 0.027 0.170 -0.06
C -0.719514 -3.806118 2.836891 0.333 0.182 0.048 -0.04
C 0.188303 -4.857889 2.982466 0.166 0.197 0.143 -0.28
C -0.267605 -6.291960 2.970385 0.321 0.435 -0.447 -0.05
C 1.528038 -4.521999 3.149026 -0.386 0.221 -0.055 -0.05
C 1.948959 -3.193693 3.127141 0.136 0.210 0.187 -0.10
C 3.148931 0.822243 1.802777 0.326 -0.356 -0.276 -0.08
C 4.512095 0.083301 1.887234 0.971 -0.053 -0.167 -0.36
C 4.806896 -1.112522 2.786552 0.327 -0.084 0.335 -0.09
C 5.308408 -0.095644 0.575770 -0.075 -0.081 0.111 -0.09
C 1.099787 -0.103236 0.340239 -0.337 -0.669 -1.109 -0.34
N 0.348707 -1.331317 0.287933 0.199 -0.234 0.157 0.09
O 0.154733 0.830470 -0.286329 0.461 0.756 0.884 -0.30
C -1.173576 0.768344 -0.174227 -1.131 0.499 -0.370 -1.13
N -1.763961 0.658880 1.103830 -0.214 -0.095 0.040 0.05
Cl -2.024374 -0.475918 -1.267211 0.398 -0.183 -0.096 0.56
Br -1.786972 2.485055 -1.115335 0.245 -0.337 0.216 0.76
C 2.262798 -0.138455 -0.770867 -0.688 0.198 -0.767 -0.46
Br 1.622751 0.661423 -2.513774 0.228 0.022 0.126 0.81
C 2.888701 -1.485778 -1.223364 0.114 0.051 -0.810 -0.71
C 2.315178 -2.202301 -2.460388 0.110 -0.771 0.558 -0.23
Br 3.146062 -2.870598 0.129772 0.019 0.167 0.262 0.90
H 4.078376 4.237413 5.844727 0.151 0.081 0.105 0.07
H 4.073292 2.625611 6.548681 0.016 -0.100 0.227 0.07
H 2.598710 3.598033 6.550075 -0.075 0.093 0.116 0.07
H 3.025854 3.491819 3.839238 -0.163 0.205 -0.009 0.10
H 3.946124 2.094748 4.342550 0.244 0.228 -0.291 0.09
H 1.367666 2.134054 5.605290 -0.226 -0.068 0.109 0.10
H 2.126025 0.795810 4.863189 0.023 -0.122 -0.142 0.08
H 0.808465 3.195825 3.593386 0.230 0.146 -0.487 0.13
H -0.662393 1.897637 5.218816 0.045 0.117 0.112 0.06
H -1.313872 2.552977 3.729875 -0.138 0.010 -0.224 0.07
H -0.954645 0.830322 3.853549 -0.147 -0.127 -0.075 0.06
H 1.772065 3.954111 -0.104495 0.130 0.203 -0.017 0.07
H 2.477626 4.272246 1.327641 0.217 -0.121 0.135 0.07
H -0.242112 4.298487 0.899716 -0.117 0.093 -0.006 0.09
H 0.642861 -0.322053 3.648778 -0.188 0.533 -0.278 0.08
H 2.293371 -0.562790 3.598718 0.280 -0.163 -0.162 0.08
H -1.013527 -1.702788 2.706589 -0.069 0.121 -0.070 0.10
H -1.777204 -3.998586 2.736542 -0.154 -0.151 -0.029 0.11
H 0.602694 -6.938292 2.929063 0.019 -0.253 0.201 0.07
H -0.829707 -6.464810 2.056413 -0.248 -0.168 -0.017 0.08
H -0.887324 -6.527608 3.827478 -0.092 -0.140 0.147 0.08
H 2.264927 -5.296682 3.301457 0.065 -0.140 0.008 0.11
H 2.994781 -2.998549 3.299408 0.139 0.095 -0.054 0.08
H 3.306525 1.509113 0.979696 -0.265 0.233 -0.052 0.08
H 3.167440 1.485296 2.655034 -0.114 -0.177 0.145 0.07
H 5.144986 0.849365 2.339290 -0.403 0.441 0.310 0.12
H 5.872335 -1.093429 3.022133 0.158 0.088 -0.051 0.08
H 4.320310 -1.093841 3.757318 -0.301 0.037 0.046 0.07
H 4.664162 -2.077556 2.319427 -0.401 -0.124 -0.137 0.01
H 5.243950 -1.098648 0.166451 -0.188 -0.033 -0.227 0.03
H 6.364975 0.066464 0.778186 0.160 -0.054 0.136 0.08
H 5.047160 0.662805 -0.157669 -0.131 -0.022 -0.235 0.08
H 0.822365 -2.164014 0.610169 0.176 0.277 0.357 0.02
H 0.136512 -1.506558 -0.687919 -0.114 0.019 -0.028 0.04
H -2.474396 -0.058168 1.088309 0.073 -0.200 -0.012 0.06
H -2.239861 1.515473 1.349236 0.393 0.313 0.227 0.07
H 3.032030 0.597756 -0.634979 0.229 -0.160 0.678 0.03
H 3.899416 -1.236924 -1.515557 0.260 0.077 0.212 0.07
H 2.761434 -1.827967 -3.370931 -0.301 0.421 -0.195 0.06
H 2.632152 -3.239401 -2.408498 0.043 -0.163 0.009 0.04
H 1.231598 -2.225397 -2.491831 -0.142 0.242 -0.185 0.06
C 0.692680 -1.575538 7.154334 0.214 -0.146 -0.046 -0.33
O 1.177152 -1.213665 6.098429 -0.052 0.113 -0.010 0.03
N -0.600352 -1.438504 7.492077 -0.127 -0.029 0.138 -0.19
C -1.117660 -1.896440 8.765562 -0.064 0.091 -0.188 -0.06
C -1.503466 -0.814709 6.540285 0.130 -0.061 -0.044 -0.03
H 1.293580 -2.071470 7.935056 -0.004 0.022 0.023 0.13
H -1.894326 -2.647633 8.609233 -0.005 -0.019 0.073 0.09
H -1.543829 -1.059836 9.322841 -0.010 -0.041 0.063 0.09
H -0.316658 -2.337998 9.354249 0.029 -0.002 -0.011 0.08
H -1.514971 -1.381751 5.607515 -0.021 0.031 -0.024 0.09
H -1.169217 0.196326 6.317225 -0.057 -0.003 -0.022 0.07
H -2.506139 -0.782100 6.958990 -0.004 -0.022 0.039 0.09
C 1.327665 -4.821924 -5.141697 -0.036 -0.047 0.172 -0.38
O 2.256637 -5.526547 -4.797687 0.051 0.010 -0.039 0.01
N 1.329056 -4.012549 -6.214893 -0.121 0.086 -0.010 -0.19
C 0.184413 -3.192283 -6.565095 0.261 -0.027 -0.186 -0.06
C 2.519503 -3.962570 -7.046413 -0.006 -0.090 0.127 -0.04
H 0.378716 -4.786544 -4.576157 -0.014 0.020 -0.026 0.13
H -0.170966 -3.463780 -7.560127 -0.094 0.077 0.010 0.07
H 0.465226 -2.136759 -6.558507 -0.088 0.024 0.022 0.09
H -0.618465 -3.346583 -5.846143 0.018 -0.013 0.040 0.08
H 2.738819 -4.952248 -7.446878 0.041 0.016 -0.029 0.09
H 3.376568 -3.638901 -6.454734 0.031 -0.004 -0.038 0.09
H 2.358731 -3.267288 -7.865825 -0.042 0.011 -0.003 0.09
C -1.176569 5.556347 -2.856713 0.079 -0.126 0.103 -0.40
O -0.881146 6.120400 -1.818260 -0.016 0.015 0.006 0.00
N -1.567716 6.177084 -3.983784 -0.060 0.030 -0.104 -0.20
C -1.909466 5.442495 -5.185566 0.009 0.180 0.068 -0.06
C -1.649820 7.630119 -3.989085 0.040 -0.067 0.148 -0.03
H -1.146765 4.458524 -2.954387 0.021 0.003 -0.051 0.07
H -1.253928 5.736867 -6.007376 -0.028 -0.053 -0.044 0.09
H -2.944064 5.645893 -5.471014 0.003 -0.042 -0.056 0.09
H -1.795884 4.374204 -5.011391 0.013 -0.010 0.029 0.09
H -0.674135 8.060281 -3.762081 -0.014 0.038 -0.005 0.09
H -2.356024 7.969370 -3.230704 -0.010 0.051 -0.029 0.09
H -1.979520 7.970333 -4.966918 -0.019 -0.032 -0.021 0.09
C -2.282244 -5.274447 -7.840048 0.175 -0.106 0.034 -0.37
O -1.772738 -4.929503 -8.888749 -0.054 0.067 -0.033 0.01
N -3.580019 -5.113480 -7.526876 -0.120 -0.006 0.108 -0.20
C -4.126238 -5.545539 -6.255681 -0.062 0.094 -0.184 -0.06
C -4.456368 -4.485107 -8.502047 0.155 -0.028 -0.027 -0.04
H -1.700238 -5.760710 -7.037298 -0.027 -0.004 0.013 0.13
H -4.912455 -6.286008 -6.414350 -0.004 -0.018 0.075 0.09
H -4.547578 -4.694643 -5.716711 -0.011 -0.040 0.062 0.09
H -3.342315 -5.992290 -5.647953 0.029 -0.004 -0.012 0.08
H -4.463707 -5.062548 -9.426500 -0.032 0.033 -0.024 0.09
H -4.100945 -3.480867 -8.733635 -0.038 0.009 -0.035 0.09
H -5.464512 -4.429861 -8.100061 -0.003 -0.016 0.038 0.08
C -5.048375 6.322036 -2.631819 0.090 0.068 -0.079 -0.35
O -5.582911 7.386849 -2.875693 -0.035 0.013 0.010 0.01
N -5.529186 5.395283 -1.783751 0.053 -0.154 -0.031 -0.19
C -4.831162 4.145898 -1.545989 -0.296 0.211 0.129 -0.09
C -6.778150 5.662890 -1.092857 0.074 0.108 -0.103 -0.04
H -4.094238 6.020742 -3.099745 -0.012 -0.019 0.030 0.12
H -5.462110 3.298832 -1.823524 0.073 -0.059 0.008 0.09
H -4.565941 4.063335 -0.491035 0.085 -0.103 -0.024 0.08
H -3.920505 4.114260 -2.137708 0.009 0.027 -0.028 0.03
H -7.581329 5.817210 -1.814072 -0.037 0.009 0.039 0.09
H -6.687499 6.566817 -0.489946 -0.050 -0.003 0.018 0.09
H -7.023307 4.820981 -0.450574 0.028 -0.029 -0.001 0.08
```
Positions in Å, forces in eV/Å.

Its net charge is 0. For the gap between HOMO and LUMO, the calculation gives 8.2746 eV. The value obtained for the max |F| is 1.544 eV/Å.



Formula: C3H5N3
Source: OMol25
Level of theory: ωB97M-V with the def2-TZVPD basis set

The geometry in XYZ format:
```
11
Properties=species:S:1:pos:R:3:forces:R:3:nbo_charge:R:1
C 1.454664 -0.383743 0.087234 0.582 -1.360 -1.119 -0.45
C -0.815156 0.458963 -0.089284 -0.212 1.900 -0.822 0.31
C -2.208223 0.013038 -0.125215 -5.063 -1.732 1.561 0.23
H 1.797763 0.553944 -0.554396 -0.424 -2.122 1.585 0.22
H 1.943094 -1.377228 -0.388130 -0.464 2.564 1.501 0.23
H 1.639847 -0.265723 1.256765 -0.243 -0.167 -2.614 0.22
H -0.456454 -1.541109 0.021367 1.508 1.973 -0.571 0.41
H 0.487019 1.853184 0.003609 -1.586 0.082 -0.044 0.33
N 0.024522 -0.617554 -0.257249 -0.243 -0.817 1.507 -0.60
N -0.568065 1.743828 -0.038138 1.213 -2.360 0.246 -0.63
N -3.299006 -0.437596 0.083432 4.932 2.038 -1.230 -0.27
```
Positions in Å, forces in eV/Å.

Its net charge is 0. For the gap between HOMO and LUMO, the calculation gives 10.5102 eV. The value obtained for the max |F| is 5.574 eV/Å.